ORCA calculation (ωB97M-V with the def2-TZVPD basis set) on a cluster of 7 separate species, C26H68ClN8O14 in total.

XYZ file:
```
117
Properties=species:S:1:pos:R:3:lowdin_charge:R:1
Cl 0.489 0.893 -0.017 0.56
O 0.942 0.121 -1.131 -0.38
O 0.782 0.231 1.223 -0.41
O 1.165 2.131 0.011 -0.38
O -0.930 1.055 -0.035 -0.39
C -7.572 -1.263 3.193 -0.69
O -7.617 -2.442 2.765 -0.02
N -8.661 -0.657 3.776 0.13
N -6.502 -0.517 2.984 0.16
H -9.553 -1.094 3.594 0.10
H -8.687 0.298 4.103 0.09
H -5.648 -0.830 2.544 0.13
H -6.682 0.411 3.338 0.10
C 6.088 -2.859 1.417 -0.79
O 7.213 -3.206 1.164 0.04
N 5.720 -1.833 2.196 0.15
N 5.049 -3.586 1.197 0.15
H 4.773 -1.561 2.418 0.11
H 6.534 -1.290 2.445 0.11
H 5.225 -4.553 0.967 0.12
H 4.077 -3.339 1.318 0.12
C -3.792 5.072 -3.823 -0.08
O -4.031 4.975 -5.240 -0.22
C -3.655 6.021 -6.044 -0.24
C -2.138 5.939 -6.512 -0.20
N -1.190 5.858 -5.421 -0.06
C 0.249 6.015 -5.883 -0.19
C 0.660 7.232 -6.595 -0.25
O 2.048 7.131 -6.891 -0.20
C 2.661 8.191 -7.589 -0.10
H -3.973 4.060 -3.462 0.09
H -4.556 5.725 -3.401 0.08
H -2.814 5.497 -3.597 0.07
H -3.900 6.900 -5.447 0.12
H -4.297 5.820 -6.901 0.12
H -1.968 6.679 -7.294 0.10
H -2.131 4.957 -6.985 0.11
H -1.359 4.972 -4.966 0.10
H 0.555 5.079 -6.349 0.12
H 0.835 6.015 -4.964 0.12
H 0.519 8.047 -5.886 0.13
H 0.083 7.470 -7.489 0.11
H 3.581 7.861 -8.071 0.08
H 2.916 8.938 -6.836 0.09
H 1.986 8.507 -8.384 0.08
C -4.465 -5.632 1.432 -0.12
O -5.011 -6.811 2.014 -0.19
C -4.438 -7.298 3.322 -0.18
C -5.417 -8.231 4.011 -0.22
N -6.745 -7.586 4.113 -0.05
C -7.833 -8.482 4.526 -0.22
C -9.153 -7.681 4.618 -0.21
O -9.358 -6.794 3.492 -0.18
C -10.452 -5.905 3.714 -0.11
H -4.541 -4.798 2.130 0.08
H -5.050 -5.269 0.587 0.09
H -3.404 -5.693 1.192 0.08
H -4.239 -6.524 4.063 0.11
H -3.458 -7.773 3.273 0.11
H -5.039 -8.337 5.028 0.11
H -5.343 -9.236 3.596 0.12
H -6.655 -6.893 4.843 0.11
H -7.619 -9.029 5.445 0.10
H -7.954 -9.333 3.857 0.11
H -9.052 -7.122 5.548 0.11
H -9.982 -8.370 4.783 0.11
H -10.827 -5.573 2.746 0.09
H -10.143 -5.094 4.372 0.09
H -11.287 -6.457 4.147 0.07
C 8.905 -8.737 -7.662 -0.10
O 7.576 -9.147 -7.326 -0.16
C 6.614 -8.159 -7.101 -0.23
C 6.962 -6.738 -6.551 -0.20
N 5.791 -5.848 -6.261 -0.04
C 6.317 -4.660 -5.575 -0.23
C 7.181 -3.776 -6.347 -0.29
O 7.927 -2.869 -5.580 -0.18
C 7.214 -1.675 -5.184 -0.09
H 8.965 -7.654 -7.773 0.07
H 9.298 -9.031 -8.635 0.07
H 9.747 -9.128 -7.092 0.08
H 5.885 -8.717 -6.514 0.12
H 6.054 -7.860 -7.987 0.11
H 7.451 -6.211 -7.371 0.10
H 7.481 -6.880 -5.604 0.13
H 5.535 -5.520 -7.181 0.10
H 6.957 -5.012 -4.767 0.13
H 5.549 -4.031 -5.124 0.13
H 6.710 -3.235 -7.168 0.13
H 8.067 -4.247 -6.773 0.12
H 7.817 -0.862 -4.780 0.08
H 6.670 -1.920 -4.272 0.08
H 6.473 -1.249 -5.861 0.09
C -1.874 7.153 8.168 -0.06
O -1.060 8.062 7.360 -0.20
C -0.840 7.666 6.052 -0.25
C 0.200 6.459 5.883 -0.19
N 1.333 6.552 6.829 -0.05
C 2.614 6.546 6.079 -0.20
C 3.696 6.920 7.065 -0.19
O 3.477 8.196 7.759 -0.23
C 4.219 8.443 8.979 -0.10
H -1.414 6.166 8.144 0.08
H -2.931 7.222 7.910 0.08
H -1.782 7.450 9.212 0.08
H -0.351 8.527 5.596 0.11
H -1.622 7.576 5.298 0.11
H 0.428 6.446 4.817 0.11
H -0.381 5.571 6.133 0.09
H 1.193 7.320 7.471 0.09
H 2.628 7.254 5.251 0.11
H 2.774 5.537 5.700 0.12
H 4.692 7.052 6.641 0.12
H 3.729 6.246 7.921 0.11
H 4.279 7.610 9.680 0.08
H 3.588 9.219 9.412 0.08
H 5.230 8.826 8.839 0.07
```

Computed properties:
* LUMO: 2.1 eV
* E_tot: -81158.298 eV
* highest occupied orbital energy: -5.757 eV
* total charge: -1

***

ORCA calculation (ωB97M-V with the def2-TZVPD basis set) on a structure of composition C26H70Mg2O11.

XYZ file:
```
109
Properties=species:S:1:pos:R:3:lowdin_charge:R:1
Mg 2.028 0.617 -2.417 0.68
Mg -0.157 0.086 0.763 0.67
C 4.021 -2.233 -1.874 -0.06
C 4.488 -0.782 -1.531 -0.55
C 6.019 -0.675 -1.426 -0.07
O 3.928 0.158 -2.437 -0.30
H 3.150 -2.511 -1.281 0.05
H 4.705 -2.997 -1.504 0.06
H 3.826 -2.490 -2.915 0.06
H 4.167 -0.546 -0.517 0.08
H 6.436 -1.467 -0.804 0.07
H 6.286 0.315 -1.056 0.06
H 6.485 -0.640 -2.411 0.07
C 3.011 2.017 0.851 -0.03
C 1.560 2.105 0.304 -0.50
C 1.300 3.544 -0.203 -0.03
O 1.191 0.976 -0.489 -0.30
H 3.737 1.864 0.053 0.08
H 3.202 1.193 1.537 0.05
H 3.221 2.964 1.349 0.08
H 1.054 1.989 1.263 0.09
H 1.905 3.793 -1.075 0.09
H 1.553 4.238 0.598 0.07
H 0.279 3.808 -0.476 0.05
C 0.859 4.130 -4.918 -0.04
C 0.442 2.787 -4.155 -0.57
C -0.781 2.048 -4.637 -0.07
O 1.419 1.849 -3.849 -0.32
H 1.423 3.933 -5.830 0.06
H 1.518 4.793 -4.358 0.06
H -0.057 4.678 -5.137 0.05
H 0.236 3.108 -3.134 0.09
H -1.246 1.372 -3.920 0.05
H -0.613 1.381 -5.483 0.07
H -1.516 2.812 -4.891 0.06
C -0.173 -3.957 -0.588 -0.07
C -1.199 -2.853 -0.576 -0.52
C -2.473 -3.299 0.243 -0.05
O -0.715 -1.586 -0.107 -0.31
H 0.542 -3.856 -1.405 0.06
H -0.571 -4.971 -0.632 0.08
H 0.425 -4.081 0.315 0.07
H -1.485 -2.754 -1.623 0.10
H -3.051 -2.439 0.583 0.06
H -2.201 -3.969 1.058 0.07
H -3.029 -3.910 -0.468 0.06
C 0.754 -0.967 6.489 -0.07
C 1.265 -2.198 5.674 -0.25
O 0.543 -2.394 4.409 -0.09
H 0.872 -0.026 5.950 0.07
H 1.323 -1.053 7.414 0.08
H -0.315 -1.141 6.619 0.07
H 0.991 -3.090 6.237 0.11
H 2.347 -2.067 5.666 0.11
H 0.570 -3.353 4.361 0.09
C 3.466 -1.138 2.487 -0.06
C 2.240 -1.630 1.727 -0.25
O 1.165 -0.783 2.067 -0.13
H 4.045 -1.999 2.821 0.07
H 3.251 -0.547 3.377 0.08
H 4.219 -0.633 1.881 0.06
H 1.965 -2.663 1.942 0.11
H 2.261 -1.618 0.638 0.11
H 0.970 -1.195 2.912 0.06
C -4.241 -2.433 -3.366 -0.07
C -4.966 -2.008 -2.085 -0.34
O -6.011 -1.136 -2.395 -0.06
H -3.925 -1.551 -3.923 0.08
H -4.851 -3.148 -3.918 0.07
H -3.353 -3.060 -3.283 0.06
H -4.237 -1.519 -1.439 0.09
H -5.289 -2.878 -1.514 0.11
H -5.932 -0.351 -1.847 0.08
C 0.555 -1.861 -4.914 -0.05
C 1.509 -1.869 -3.687 -0.29
O 1.095 -1.067 -2.619 -0.10
H -0.332 -2.442 -4.665 0.06
H 1.089 -2.437 -5.671 0.07
H 0.281 -0.931 -5.412 0.07
H 2.405 -1.501 -4.186 0.12
H 1.655 -2.883 -3.315 0.11
H 0.370 -1.429 -2.103 0.08
C -2.689 2.907 -1.130 -0.06
C -2.242 1.464 -1.259 -0.27
O -1.965 1.024 0.057 -0.11
H -2.917 3.259 -2.136 0.08
H -2.003 3.490 -0.516 0.07
H -3.630 2.956 -0.582 0.07
H -1.240 1.408 -1.685 0.10
H -2.941 0.925 -1.898 0.12
H -2.828 0.643 0.232 0.09
C -2.931 3.910 4.010 -0.08
C -1.540 3.430 4.468 -0.26
O -0.673 3.109 3.375 -0.09
H -3.494 3.334 3.275 0.07
H -2.836 4.924 3.623 0.07
H -3.672 4.000 4.804 0.08
H -1.712 2.544 5.079 0.11
H -0.953 4.182 4.996 0.12
H -0.609 3.914 2.855 0.11
C -3.370 0.125 3.342 -0.04
C -1.869 -0.257 3.278 -0.24
O -1.159 0.715 2.509 -0.13
H -3.947 -0.625 3.884 0.08
H -3.775 0.051 2.332 0.07
H -3.610 1.016 3.921 0.06
H -1.592 -1.245 2.910 0.11
H -1.474 -0.353 4.290 0.10
H -1.231 1.611 2.847 0.04
```

Computed properties:
* LUMO: -0.1 eV
* E_tot: -61511.058 eV
* highest occupied orbital energy: -6.910 eV

***

ORCA calculation (ωB97M-V with the def2-TZVPD basis set) on a cluster of 9 separate species, C26H70O9 in total.

XYZ file:
```
105
Properties=species:S:1:pos:R:3:lowdin_charge:R:1
C 1.294 -1.718 0.220 -0.05
C 0.765 -0.646 1.188 -0.50
C -0.678 -0.927 1.595 -0.05
O 1.637 -0.367 2.249 -0.06
H 0.595 -1.891 -0.598 0.08
H 1.495 -2.719 0.602 0.08
H 2.244 -1.354 -0.173 0.07
H 0.806 0.339 0.725 0.12
H -1.362 -0.926 0.746 0.08
H -1.086 -0.398 2.456 0.07
H -0.751 -1.984 1.850 0.07
H 2.584 -0.397 2.099 0.09
C -7.821 4.201 2.318 -0.05
C -6.359 4.286 2.512 -0.57
C -5.636 2.943 2.472 -0.04
O -5.894 5.055 1.498 -0.06
H -8.152 5.055 1.727 0.08
H -8.352 4.144 3.268 0.08
H -8.063 3.385 1.638 0.09
H -5.975 4.895 3.331 0.14
H -5.998 2.360 3.318 0.08
H -4.563 3.091 2.593 0.08
H -5.756 2.443 1.510 0.08
H -6.189 5.963 1.605 0.10
C 3.660 3.823 -3.591 -0.08
C 2.474 3.016 -4.006 -0.50
C 2.467 2.696 -5.477 -0.05
O 2.450 1.800 -3.202 -0.07
H 4.633 3.397 -3.837 0.08
H 3.759 4.003 -2.520 0.08
H 3.639 4.790 -4.095 0.08
H 1.577 3.538 -3.673 0.13
H 3.251 1.957 -5.643 0.09
H 2.713 3.606 -6.024 0.08
H 1.428 2.563 -5.779 0.08
H 2.450 1.984 -2.260 0.07
C -0.601 2.133 5.942 -0.05
C -0.079 0.920 6.715 -0.47
C -0.808 -0.430 6.600 -0.05
O 1.257 0.673 6.269 -0.07
H -0.669 2.013 4.861 0.08
H -0.158 3.065 6.294 0.08
H -1.637 2.286 6.242 0.07
H -0.012 1.151 7.779 0.13
H -0.533 -1.012 5.721 0.07
H -1.886 -0.361 6.461 0.07
H -0.546 -1.135 7.389 0.08
H 1.077 0.263 5.420 0.06
C 5.942 2.659 1.897 -0.08
C 6.573 2.487 3.277 -0.55
C 8.015 1.950 3.120 -0.05
O 6.482 3.668 3.946 0.00
H 5.885 1.769 1.271 0.08
H 6.565 3.335 1.312 0.07
H 4.963 3.120 2.028 0.08
H 5.940 1.681 3.649 0.13
H 8.584 2.094 4.038 0.07
H 8.439 2.670 2.420 0.07
H 8.245 0.949 2.756 0.08
H 7.043 4.243 3.420 0.10
C 2.281 -6.837 4.943 -0.07
C 2.227 -6.115 3.525 -0.41
C 3.666 -6.034 2.853 -0.05
O 1.308 -6.883 2.709 -0.07
H 2.677 -6.233 5.760 0.07
H 2.885 -7.737 4.829 0.07
H 1.281 -7.184 5.204 0.07
H 1.831 -5.134 3.785 0.12
H 3.843 -6.758 2.057 0.07
H 4.541 -5.952 3.497 0.07
H 3.715 -5.037 2.415 0.06
H 1.620 -7.788 2.639 0.08
C 0.817 -3.175 -6.736 -0.05
C 2.020 -2.424 -7.444 -0.46
C 3.359 -2.897 -7.062 -0.09
O 1.933 -2.701 -8.852 -0.07
H 0.874 -3.077 -5.652 0.07
H 0.540 -4.203 -6.969 0.08
H -0.128 -2.678 -6.957 0.07
H 1.948 -1.342 -7.326 0.13
H 3.495 -3.979 -7.090 0.09
H 3.654 -2.524 -6.081 0.08
H 4.209 -2.425 -7.554 0.08
H 1.050 -3.058 -8.969 0.07
C -3.849 1.609 -4.556 -0.07
C -4.191 2.616 -3.468 -0.49
C -5.696 2.846 -3.627 -0.07
O -4.074 2.018 -2.182 -0.06
H -3.932 2.114 -5.518 0.08
H -4.513 0.744 -4.592 0.08
H -2.845 1.274 -4.295 0.08
H -3.502 3.459 -3.513 0.14
H -6.283 1.930 -3.566 0.08
H -5.857 3.259 -4.623 0.07
H -6.113 3.529 -2.887 0.07
H -3.883 2.764 -1.608 0.08
C -4.054 -3.344 -1.914 -0.09
C -5.327 -3.358 -1.058 -0.31
O -5.191 -2.293 -0.122 -0.08
H -3.735 -2.310 -2.046 0.07
H -4.142 -3.809 -2.896 0.07
H -3.222 -3.940 -1.540 0.07
H -5.412 -4.338 -0.587 0.11
H -6.182 -3.268 -1.728 0.10
H -5.016 -1.521 -0.665 0.07
```

Computed properties:
* LUMO: 0.3 eV
* SMILES: CC(C)O.CC(C)O.CC(C)O.CC(C)O.CC(C)O.CC(C)O.CC(C)O.CC(C)O.CCO
* E_tot: -46519.737 eV
* highest occupied orbital energy: -9.846 eV